[1]
ORCA calculation (the ωB97M-V functional and the def2-TZVPD basis) on a structure of composition C45H51N2O4P2ReSiTe in a non-equilibrium geometry.

**Orbital gap (alpha / beta)**: 7.01 / 6.04 eV
**HOMO level (alpha / beta)**: -10.364 / -10.473 eV
**Charge**: +1
**2S+1**: 4
**LUMO level (alpha / beta)**: -3.4 / -4.4 eV

Each line ends with the natural charge from an NBO analysis.
Element x y z (Å)
Re  -0.120  0.247  0.031  1.160
Te  0.947  -0.871  2.420  -0.076
P  2.127  -1.616  0.504  2.113
P  -1.895  -0.925  -1.154  1.066
Si  2.806  2.398  -0.155  2.069
O  1.635  1.232  0.199  -1.183
O  3.610  -1.136  0.374  -0.849
O  2.215  -3.162  0.804  -0.849
O  1.337  -1.303  -0.781  -1.105
N  -0.809  2.173  -0.599  -0.224
N  -1.349  2.903  0.216  -0.056
C  5.094  3.292  1.400  -0.130
C  -3.170  0.012  -3.453  -0.131
C  3.086  2.772  -2.973  -0.606
C  3.055  -4.059  -0.022  -0.068
C  4.095  0.719  -2.085  -0.600
C  -2.850  2.266  3.489  -0.210
C  -5.075  -2.983  0.460  -0.199
C  0.431  5.548  1.121  -0.211
C  -0.860  4.064  -2.235  -0.201
C  -0.665  2.710  -1.953  0.157
C  3.917  2.518  1.358  -0.571
C  -4.435  -3.798  1.388  -0.180
C  3.491  1.942  2.566  -0.219
C  -3.776  1.080  -1.375  -0.202
C  -1.534  0.853  1.446  -0.277
C  5.896  -0.780  1.077  -0.635
C  -2.330  -2.787  0.824  -0.147
C  -2.141  0.168  2.495  -0.251
C  -0.859  4.486  -3.551  -0.190
C  2.333  5.217  -0.882  -0.132
C  -4.666  1.901  -2.051  -0.189
C  -1.209  -2.113  -2.331  -0.950
C  -0.437  1.809  -2.973  -0.222
C  -2.332  2.951  2.402  -0.182
C  2.179  -5.101  -0.673  -0.627
C  -0.684  3.565  -4.587  -0.182
C  1.061  4.317  0.944  -0.206
C  1.703  6.452  -0.714  -0.238
C  2.008  4.109  -0.077  -0.555
C  -2.788  0.877  3.511  -0.160
C  -3.019  0.137  -2.079  -0.409
C  3.814  2.197  -1.757  -0.546
C  4.535  -1.238  1.526  -0.063
C  0.740  6.617  0.280  -0.212
C  -1.713  2.230  1.400  0.068
C  -4.347  -2.071  -0.302  -0.186
C  -4.807  1.780  -3.433  -0.179
C  -0.464  2.229  -4.294  -0.202
C  5.385  2.853  3.758  -0.205
C  4.215  2.103  3.753  -0.214
C  5.822  3.445  2.578  -0.233
C  -2.967  -1.973  -0.123  -0.386
C  5.179  2.909  -1.613  -0.606
C  -4.067  0.832  -4.129  -0.217
C  -3.061  -3.697  1.573  -0.223
H  -2.558  -4.333  2.295  0.229
H  6.623  -0.961  1.880  0.233
H  3.109  5.138  -1.641  0.199
H  5.937  3.001  4.680  0.219
H  -4.190  0.727  -5.203  0.228
H  5.753  2.767  -2.540  0.214
H  -5.008  -4.516  1.966  0.228
H  -4.859  -1.449  -1.029  0.230
H  -6.148  -3.063  0.316  0.228
H  -1.254  -2.707  0.974  0.218
H  3.170  0.138  -2.214  0.211
H  0.249  7.578  0.413  0.220
H  2.575  1.379  2.587  0.215
H  4.555  -2.267  1.886  0.187
H  2.299  2.098  -3.281  0.205
H  -0.583  -1.627  -3.084  0.252
H  1.653  -5.690  0.087  0.222
H  -1.019  5.537  -3.776  0.230
H  -2.114  -0.913  2.533  0.235
H  -0.303  1.514  -5.095  0.225
H  4.169  -0.604  2.322  0.212
H  -2.030  -2.647  -2.803  0.253
H  5.447  3.807  0.510  0.206
H  3.854  1.648  4.673  0.213
H  3.603  -3.487  -0.769  0.191
H  -3.231  0.334  4.339  0.228
H  -5.253  2.634  -1.502  0.229
H  -0.298  5.680  1.925  0.211
H  5.771  2.491  -0.794  0.217
H  1.435  -4.625  -1.323  0.211
H  -0.592  -2.810  -1.772  0.275
H  -1.005  4.766  -1.418  0.250
H  -2.407  4.033  2.313  0.237
H  -5.497  2.427  -3.966  0.230
H  -3.673  1.164  -0.297  0.226
H  -0.720  3.894  -5.624  0.228
H  2.633  3.754  -2.817  0.214
H  5.886  0.296  0.855  0.229
H  -2.591  -0.723  -4.010  0.212
H  -3.315  2.805  4.306  0.232
H  3.773  -4.515  0.647  0.197
H  4.664  0.671  -3.029  0.205
H  3.794  2.853  -3.814  0.210
H  2.792  -5.779  -1.278  0.229
H  6.733  4.035  2.573  0.218
H  5.082  3.992  -1.449  0.206
H  0.826  3.495  1.633  0.206
H  1.970  7.288  -1.355  0.219
H  6.214  -1.328  0.187  0.219
H  4.691  0.229  -1.310  0.215
H  -0.248  0.759  -2.740  0.203

=====

[2]
ORCA calculation (the ωB97M-V functional and the def2-TZVPD basis) on a structure of composition C45H53BCaN11OS9Se in a non-equilibrium geometry.

**Orbital gap**: 3.84 eV
**HOMO level**: -3.186 eV
**Charge**: -1
**LUMO level**: 0.7 eV

Each line ends with the Löwdin charge.
Element x y z (Å)
Se  0.230  1.451  4.342  1.167
Ca  1.034  -0.317  0.620  0.984
S  3.292  -1.776  -0.587  0.429
S  2.276  0.508  -2.188  0.928
S  0.770  -5.065  -1.872  0.852
S  -1.802  -0.557  2.321  0.650
S  -1.911  -0.205  -2.957  0.722
S  2.552  -6.766  -3.571  0.398
S  -0.485  3.974  0.156  0.666
S  -0.056  -2.792  -0.134  0.432
S  3.454  -4.254  -2.234  0.856
O  1.014  0.257  -1.384  -0.755
N  -2.768  1.952  -1.551  0.045
N  0.400  0.071  5.429  -0.211
N  -2.618  2.481  0.925  0.030
N  2.774  1.445  0.683  -0.048
N  1.716  -1.473  2.438  -0.035
N  -2.227  4.133  2.335  0.004
N  0.935  0.654  2.946  -0.304
N  3.705  3.439  0.673  -0.122
N  -4.054  -1.695  1.125  0.017
N  -2.880  2.297  -3.726  0.000
N  -3.314  0.153  0.199  0.033
C  -4.447  -0.238  -0.491  -0.063
C  -3.279  3.472  -5.847  -0.059
C  2.787  3.022  -3.244  -0.101
C  2.627  2.702  0.326  -0.200
C  4.599  2.590  1.300  -0.066
C  -1.593  5.260  3.094  -0.552
C  -4.564  -2.410  3.437  -0.047
C  -5.430  -3.695  1.501  -0.067
C  1.928  -2.377  -5.674  -0.078
C  1.674  -3.100  4.209  -0.020
C  1.022  -2.435  -4.623  -0.058
C  -3.352  3.444  -3.077  -0.069
C  -0.167  4.880  3.498  -0.070
C  4.008  1.361  1.298  -0.132
C  -3.574  2.425  1.929  -0.069
C  1.926  -2.675  2.857  -0.093
C  2.927  -1.404  -5.688  -0.088
C  1.181  -2.239  5.129  0.005
C  -3.271  3.228  -1.760  -0.076
C  -4.246  -2.885  2.017  -0.548
C  -3.737  1.041  -5.694  -0.043
C  2.113  -0.573  -3.600  -0.373
C  3.875  4.864  0.444  -0.017
C  -1.613  6.539  2.253  -0.050
C  0.507  2.239  -3.452  -0.052
C  -1.358  1.915  -5.641  -0.058
C  -2.402  5.515  4.361  -0.064
C  2.425  4.227  -3.841  -0.092
C  0.916  -0.900  4.706  -0.399
C  -3.002  -3.777  1.977  -0.057
C  1.214  -0.579  3.331  -0.537
C  -2.527  1.355  -2.765  -0.696
C  1.209  -3.576  -1.035  -1.185
C  1.110  4.434  -4.241  -0.060
C  3.026  -0.497  -4.646  -0.077
C  1.828  2.036  -3.063  -0.336
C  0.151  3.441  -4.045  -0.111
C  1.114  -1.527  -3.571  -0.110
C  2.490  -3.197  -1.211  -1.166
C  -2.809  2.165  -5.217  -0.534
C  2.273  -5.437  -2.609  -1.554
C  -4.914  -1.360  0.073  -0.047
C  -3.075  -0.737  1.195  -0.661
C  -3.347  3.423  2.792  -0.061
C  -1.773  3.524  1.173  -0.689
B  -2.385  1.358  -0.161  -0.626
H  -4.313  3.703  -5.575  0.083
H  0.335  5.738  3.957  0.090
H  5.550  2.941  1.675  0.111
H  -0.192  4.064  4.221  -0.006
H  0.403  4.560  2.626  0.038
H  -3.230  3.360  -6.932  0.090
H  -2.139  -3.268  2.395  0.029
H  -2.635  4.311  -5.560  0.084
H  -5.474  -1.800  3.432  0.085
H  -1.298  1.851  -6.733  0.099
H  -0.986  0.987  -5.213  0.060
H  0.828  5.377  -4.697  0.102
H  3.804  0.263  -4.641  0.110
H  1.868  -3.099  -6.481  0.102
H  -5.542  -4.580  2.129  0.086
H  -5.267  -4.025  0.472  0.091
H  -2.760  -4.048  0.946  0.073
H  -3.744  -1.816  3.834  0.039
H  -4.779  1.298  -5.469  0.085
H  -1.905  6.302  4.929  0.089
H  -4.726  -3.275  4.089  0.085
H  -0.230  1.458  -3.257  0.041
H  -2.456  4.624  4.991  0.083
H  -1.213  7.372  2.842  0.084
H  -3.898  3.693  3.677  0.103
H  -1.235  1.019  -0.151  0.079
H  -5.759  -1.958  -0.216  0.105
H  0.415  -1.556  -2.738  0.041
H  3.005  5.238  -0.094  0.090
H  -3.688  4.326  -3.598  0.103
H  3.810  2.844  -2.920  0.107
H  3.962  5.398  1.390  0.087
H  3.166  5.007  -3.985  0.096
H  2.306  -3.366  2.111  0.118
H  -3.415  5.851  4.127  0.087
H  4.387  0.419  1.674  0.100
H  0.241  -3.186  -4.604  0.112
H  1.868  -4.129  4.478  0.107
H  -3.191  -4.690  2.553  0.086
H  4.769  5.053  -0.149  0.087
H  -4.344  1.670  1.944  0.123
H  -0.882  3.613  -4.333  0.078
H  -3.523  3.890  -0.946  0.115
H  3.635  -1.363  -6.509  0.097
H  -4.829  0.310  -1.335  0.121
H  -1.022  6.417  1.352  0.035
H  -0.718  2.735  -5.299  0.015
H  1.761  3.115  -0.186  0.031
H  -6.362  -3.123  1.553  0.081
H  0.951  -2.546  6.142  0.118
H  -2.643  6.775  1.967  0.089
H  -3.631  0.912  -6.777  0.086
H  -3.487  0.105  -5.203  0.040

=====

Calculated calculated total energy (eV), listed in the same order as above: -94540.0089; -247951.0713
Calculated energy relative to the best compared isomer or geometry (same formula, charge and spin) (kcal per mole), listed in the same order as above: 26.37; 53.21